Density functional theory data (ωB97M-V/def2-TZVPD) for C37H45N8O2SbTl as an isolated structure.

Atoms and positions in Å:
Tl (0.59, -0.84, -1.42)
C (4.15, -0.65, -2.09)
C (3.83, -0.36, -0.62)
N (2.83, 0.69, -0.45)
C (3.17, 2.00, -0.98)
C (2.05, 2.65, -1.82)
N (1.17, 1.71, -2.51)
C (1.57, 1.29, -3.85)
C (2.92, 0.58, -3.86)
N (2.98, -0.59, -2.97)
H (4.92, 0.04, -2.44)
H (4.60, -1.65, -2.13)
H (3.42, -1.26, -0.15)
H (4.78, -0.14, -0.11)
H (2.55, 0.74, 0.52)
H (3.41, 2.70, -0.17)
H (4.08, 1.92, -1.57)
H (1.42, 3.25, -1.16)
H (2.52, 3.35, -2.53)
H (0.24, 2.11, -2.57)
H (0.81, 0.62, -4.24)
H (1.65, 2.14, -4.54)
H (3.14, 0.30, -4.89)
H (3.70, 1.28, -3.57)
H (2.91, -1.43, -3.52)
C (-2.89, -4.07, -4.58)
O (-1.72, -3.26, -4.65)
C (-1.58, -2.18, -3.87)
O (-0.53, -1.58, -3.88)
N (-2.66, -1.87, -3.09)
N (-2.63, -0.68, -2.35)
H (-2.70, -4.92, -5.23)
H (-3.77, -3.54, -4.96)
H (-3.07, -4.43, -3.56)
H (-3.56, -2.26, -3.31)
H (-3.09, -0.84, -1.46)
H (-3.12, 0.05, -2.84)
C (-3.47, -2.25, 3.23)
C (-2.66, -3.34, 3.53)
C (-1.58, -3.66, 2.73)
C (-1.30, -2.86, 1.63)
C (-2.10, -1.77, 1.32)
C (-3.19, -1.46, 2.12)
N (-0.21, -3.08, 0.74)
N (0.43, -4.12, 0.94)
C (1.50, -4.35, 0.01)
C (2.47, -5.25, 0.45)
C (3.52, -5.54, -0.41)
C (3.53, -4.95, -1.67)
C (2.49, -4.09, -2.00)
N (1.50, -3.77, -1.18)
H (-4.32, -2.01, 3.86)
H (-2.89, -3.95, 4.40)
H (-0.95, -4.51, 2.96)
H (-1.84, -1.16, 0.46)
H (-3.81, -0.60, 1.88)
H (2.39, -5.69, 1.43)
H (4.30, -6.22, -0.11)
H (4.30, -5.17, -2.39)
H (2.45, -3.64, -2.99)
C (-5.47, 2.14, 1.59)
C (-4.88, 2.03, 0.34)
C (-3.50, 1.93, 0.22)
C (-2.69, 1.95, 1.35)
C (-3.28, 2.05, 2.61)
C (-4.66, 2.15, 2.72)
Sb (-0.58, 1.72, 1.06)
C (-0.06, 3.79, 1.00)
C (1.12, 4.25, 1.57)
C (1.52, 5.57, 1.40)
C (0.73, 6.44, 0.66)
C (-0.45, 5.99, 0.10)
C (-0.85, 4.67, 0.27)
C (0.01, 1.29, 3.05)
C (-0.03, 2.23, 4.08)
C (0.34, 1.87, 5.37)
C (0.76, 0.57, 5.64)
C (0.80, -0.36, 4.62)
C (0.43, 0.00, 3.33)
H (-6.54, 2.21, 1.68)
H (-5.50, 2.03, -0.55)
H (-3.06, 1.85, -0.76)
H (-2.68, 2.05, 3.50)
H (-5.11, 2.23, 3.70)
H (1.75, 3.58, 2.15)
H (2.44, 5.92, 1.85)
H (1.04, 7.47, 0.53)
H (-1.08, 6.67, -0.47)
H (-1.78, 4.34, -0.17)
H (-0.35, 3.25, 3.88)
H (0.31, 2.60, 6.16)
H (1.05, 0.30, 6.64)
H (1.13, -1.38, 4.83)
H (0.47, -0.75, 2.54)

As for the frontier orbital gap: 7.309 eV. The charge is +1. The value obtained for the LUMO energy is -2.82 eV. The total energy comes out at -66339.420 eV. The value obtained for the HOMO energy is -10.126 eV. As for the energy above the lowest of the compared OMol25 structures with the same formula, charge and spin: 0.7025 eV.

Density functional theory data (ωB97M-V/def2-TZVPD) for C37H46BLaN17S as an isolated structure in a non-equilibrium geometry.

Atoms and positions in Å:
La (0.37, 0.76, -0.23)
C (0.61, 1.77, 3.28)
C (-0.68, 2.34, 2.68)
N (-0.39, 3.02, 1.41)
C (0.44, 4.23, 1.60)
C (1.55, 4.41, 0.55)
N (2.12, 3.15, 0.10)
C (3.26, 2.68, 0.89)
C (2.83, 2.26, 2.28)
N (1.61, 1.42, 2.26)
H (0.34, 0.88, 3.86)
H (1.05, 2.47, 4.00)
H (-1.14, 3.01, 3.41)
H (-1.39, 1.54, 2.47)
H (-1.27, 3.28, 0.99)
H (0.88, 4.19, 2.59)
H (-0.19, 5.13, 1.61)
H (2.31, 5.08, 0.96)
H (1.16, 4.91, -0.33)
H (2.44, 3.25, -0.86)
H (4.04, 3.44, 0.98)
H (3.70, 1.84, 0.36)
H (2.65, 3.14, 2.90)
H (3.66, 1.73, 2.76)
H (1.90, 0.46, 2.39)
C (1.56, -1.99, -2.86)
C (0.73, -2.56, -1.75)
C (0.57, -3.92, -1.46)
C (-0.30, -3.96, -0.41)
N (-0.66, -2.69, -0.11)
N (0.00, -1.81, -0.92)
B (-1.66, -2.12, 0.88)
N (-0.95, -1.71, 2.19)
C (-1.24, -2.15, 3.44)
C (-0.12, -2.05, 4.21)
C (0.86, -1.54, 3.34)
C (2.30, -1.32, 3.72)
N (0.35, -1.30, 2.13)
N (-2.50, -1.02, 0.20)
C (-3.65, -1.25, -0.48)
C (-4.22, -0.05, -0.78)
C (-3.34, 0.91, -0.27)
C (-3.58, 2.38, -0.33)
N (-2.28, 0.33, 0.29)
N (-2.78, -3.17, 1.33)
C (-3.99, -2.77, 2.01)
C (-4.71, -3.88, 2.25)
C (-3.94, -4.95, 1.72)
C (-4.20, -6.38, 1.68)
N (-2.76, -4.43, 1.16)
H (1.31, -2.50, -3.79)
H (2.62, -2.16, -2.67)
H (1.41, -0.92, -2.98)
H (1.04, -4.75, -1.96)
H (-0.70, -4.80, 0.13)
H (-2.21, -2.54, 3.72)
H (0.01, -2.34, 5.24)
H (2.65, -2.20, 4.26)
H (2.41, -0.46, 4.38)
H (2.95, -1.19, 2.86)
H (-3.98, -2.25, -0.70)
H (-5.15, 0.13, -1.30)
H (-4.60, 2.59, 0.00)
H (-3.48, 2.76, -1.35)
H (-2.91, 2.94, 0.31)
H (-4.16, -1.73, 2.23)
H (-5.66, -3.95, 2.75)
H (-5.03, -6.67, 2.33)
H (-3.30, -6.94, 1.94)
H (-4.45, -6.67, 0.65)
N (-1.37, 4.79, -2.84)
C (-0.95, 4.29, -1.67)
N (-0.82, 2.98, -1.76)
C (-1.20, 2.73, -3.04)
N (-1.54, 3.80, -3.73)
C (-1.33, 1.38, -3.62)
C (-1.58, 1.22, -4.98)
N (-1.83, 0.03, -5.50)
C (-1.85, -0.99, -4.65)
C (-1.58, -0.83, -3.30)
N (-1.29, 0.36, -2.77)
H (-1.57, 5.74, -3.09)
H (-0.78, 4.91, -0.81)
H (-1.56, 2.07, -5.64)
H (-2.09, -1.97, -5.05)
H (-1.57, -1.68, -2.63)
S (4.48, 1.41, -3.21)
C (3.30, 2.40, -3.90)
C (2.10, 2.28, -3.26)
C (2.08, 1.35, -2.16)
C (3.35, 0.83, -2.03)
C (3.74, -0.24, -1.11)
C (5.01, -0.83, -1.13)
C (5.27, -1.93, -0.35)
C (4.25, -2.46, 0.43)
C (3.04, -1.80, 0.44)
N (2.78, -0.69, -0.28)
H (3.54, 3.03, -4.75)
H (1.24, 2.86, -3.59)
H (5.77, -0.43, -1.78)
H (6.24, -2.40, -0.38)
H (4.39, -3.35, 1.03)
H (2.21, -2.18, 1.02)

As for the frontier orbital gap (alpha / beta): 7.246 / 3.412 eV. The charge is +2. The value obtained for the LUMO energy (alpha / beta) is -4.80 / -8.63 eV. Its expectation value of S² is 0.76. The total energy comes out at -76810.262 eV. The value obtained for the HOMO energy (alpha / beta) is -12.047 / -12.047 eV. As for the multiplicity: 2.

Density functional theory data (ωB97M-V/def2-TZVPD) for C37H46CeN6O6PS3Si as an isolated structure in a non-equilibrium geometry.

Atoms and positions in Å:
Ce (0.55, -0.11, 0.09)
N (0.08, -2.73, -0.67)
C (-0.68, -3.36, 0.41)
C (-1.81, -2.42, 0.90)
O (-2.94, -2.90, 1.10)
N (-1.39, -1.18, 1.05)
C (-2.40, -0.19, 1.40)
C (-2.39, 1.00, 0.42)
O (-3.34, 1.78, 0.41)
O (-1.37, 1.09, -0.36)
H (-0.49, -2.71, -1.51)
H (0.91, -3.29, -0.87)
H (0.01, -3.53, 1.25)
H (-1.11, -4.33, 0.12)
H (-2.21, 0.22, 2.40)
H (-3.40, -0.65, 1.40)
C (2.94, 0.22, -1.15)
C (2.52, -1.05, -1.60)
C (1.82, -0.87, -2.80)
C (1.80, 0.50, -3.09)
C (2.50, 1.17, -2.09)
H (3.66, 0.40, -0.35)
H (2.88, -2.00, -1.21)
H (1.43, -1.66, -3.44)
H (1.37, 0.96, -3.97)
H (2.75, 2.23, -2.08)
O (1.30, 2.09, 0.50)
O (0.67, 1.61, 1.68)
O (1.94, -1.35, 1.53)
C (2.11, -1.70, 2.84)
C (2.96, -0.68, 3.57)
C (3.11, -0.36, 4.88)
C (4.11, 0.62, 5.08)
C (4.69, 1.01, 3.92)
S (4.02, 0.20, 2.55)
C (0.79, -1.91, 3.56)
C (0.14, -3.07, 3.84)
C (-1.13, -2.87, 4.43)
C (-1.40, -1.55, 4.61)
S (-0.13, -0.54, 4.04)
C (2.92, -2.98, 2.82)
C (3.53, -3.80, 3.71)
C (4.22, -4.85, 3.07)
C (4.13, -4.78, 1.72)
S (3.19, -3.42, 1.19)
H (2.52, -0.79, 5.68)
H (4.38, 1.01, 6.05)
H (5.45, 1.74, 3.77)
H (0.54, -4.05, 3.62)
H (-1.80, -3.67, 4.69)
H (-2.29, -1.11, 5.01)
H (3.49, -3.66, 4.78)
H (4.76, -5.62, 3.60)
H (4.56, -5.45, 1.00)
C (-1.25, 3.24, 2.83)
Si (0.57, 3.61, 2.34)
C (1.89, 3.15, 3.67)
C (0.58, 5.54, 2.53)
N (1.19, 3.50, 0.65)
C (0.90, 4.17, -0.51)
C (0.40, 3.49, -1.64)
C (0.20, 4.14, -2.83)
C (0.49, 5.49, -2.96)
C (0.98, 6.18, -1.86)
C (1.18, 5.53, -0.66)
H (-1.69, 4.04, 3.42)
H (-1.30, 2.32, 3.41)
H (-1.86, 3.09, 1.95)
H (2.23, 4.01, 4.25)
H (2.75, 2.69, 3.22)
H (1.48, 2.43, 4.37)
H (0.26, 5.79, 3.53)
H (-0.11, 6.02, 1.84)
H (1.56, 5.98, 2.40)
H (0.15, 2.44, -1.56)
H (-0.20, 3.60, -3.68)
H (0.35, 5.99, -3.91)
H (1.23, 7.23, -1.95)
H (1.57, 6.08, 0.18)
C (-3.71, -1.74, -4.10)
N (-4.10, -0.96, -2.94)
C (-4.37, 0.40, -3.37)
N (-3.26, 1.02, -4.07)
C (-2.89, 0.18, -5.20)
N (-2.58, -1.19, -4.84)
C (-1.37, -1.25, -4.03)
P (-1.41, -0.29, -2.38)
C (-3.09, -0.98, -1.90)
C (-2.14, 1.25, -3.18)
H (-4.57, -1.78, -4.78)
H (-3.46, -2.75, -3.78)
H (-4.62, 1.01, -2.50)
H (-5.23, 0.38, -4.05)
H (-2.02, 0.62, -5.69)
H (-3.73, 0.16, -5.90)
H (-0.54, -0.87, -4.63)
H (-1.17, -2.31, -3.83)
H (-3.46, -0.39, -1.06)
H (-2.97, -2.02, -1.55)
H (-1.35, 1.75, -3.74)
H (-2.47, 1.91, -2.37)

As for the frontier orbital gap (alpha / beta): 5.991 / 6.239 eV. The charge is -2. The value obtained for the LUMO energy (alpha / beta) is 3.99 / 3.99 eV. Its expectation value of S² is 0.75. The total energy comes out at -122944.340 eV. The value obtained for the HOMO energy (alpha / beta) is -1.999 / -2.248 eV. As for the multiplicity: 2.

Density functional theory data (ωB97M-V/def2-TZVPD) for C37H46I2N8O2V as an isolated structure in a non-equilibrium geometry.

Atoms and positions in Å:
V (0.71, 0.09, -2.03)
O (1.36, -1.41, -1.06)
C (0.97, -2.67, -1.04)
C (1.60, -3.55, -0.14)
C (1.24, -4.88, -0.09)
C (0.24, -5.39, -0.92)
C (-0.38, -4.53, -1.80)
C (-0.05, -3.18, -1.87)
C (-0.84, -2.34, -2.76)
N (-0.72, -1.08, -2.90)
C (-1.64, -0.36, -3.78)
C (-1.06, 1.03, -3.99)
N (-0.56, 1.44, -2.69)
C (0.58, 2.18, -2.52)
C (1.57, 2.41, -3.59)
C (2.00, 3.65, -4.04)
C (2.99, 3.74, -5.01)
C (3.55, 2.58, -5.54)
C (3.14, 1.33, -5.09)
C (2.15, 1.25, -4.12)
O (1.75, 0.07, -3.62)
H (2.37, -3.16, 0.51)
H (1.74, -5.54, 0.61)
H (-0.03, -6.44, -0.88)
H (-1.17, -4.90, -2.45)
H (-1.61, -2.87, -3.32)
H (-2.60, -0.28, -3.25)
H (-1.79, -0.90, -4.72)
H (-1.87, 1.70, -4.32)
H (-0.28, 1.03, -4.76)
H (0.58, 2.85, -1.66)
H (1.56, 4.55, -3.63)
H (3.32, 4.71, -5.36)
H (4.32, 2.65, -6.29)
H (3.59, 0.42, -5.47)
C (-0.56, -3.78, 3.36)
N (-0.86, -2.36, 3.33)
C (-2.25, -2.01, 3.56)
C (-0.05, -1.54, 2.53)
N (-0.38, -0.83, 1.51)
C (-1.51, -1.02, 0.73)
C (-1.96, -2.29, 0.42)
C (-3.11, -2.49, -0.36)
C (-3.82, -1.43, -0.83)
C (-3.37, -0.10, -0.58)
C (-4.11, 0.99, -1.11)
C (-3.68, 2.27, -0.91)
C (-2.48, 2.51, -0.21)
C (-1.73, 1.48, 0.31)
N (-0.47, 1.77, 0.84)
C (-0.34, 2.56, 1.84)
N (0.88, 3.14, 2.12)
C (1.30, 3.46, 3.47)
C (1.95, 3.12, 1.15)
N (-1.33, 2.89, 2.77)
C (-2.41, 1.97, 3.04)
C (-1.66, 4.28, 2.99)
C (-2.18, 0.12, 0.17)
N (1.23, -1.45, 3.00)
C (1.60, -1.85, 4.34)
C (2.25, -0.78, 2.21)
H (-1.29, -4.35, 2.77)
H (-0.57, -4.16, 4.38)
H (0.42, -3.96, 2.93)
H (-2.63, -2.66, 4.36)
H (-2.90, -2.14, 2.69)
H (-2.33, -0.98, 3.91)
H (-1.40, -3.14, 0.77)
H (-3.44, -3.50, -0.57)
H (-4.72, -1.57, -1.41)
H (-5.01, 0.78, -1.67)
H (-4.24, 3.10, -1.32)
H (-2.10, 3.52, -0.13)
H (0.50, 3.24, 4.18)
H (1.56, 4.52, 3.56)
H (2.18, 2.88, 3.74)
H (2.80, 2.55, 1.53)
H (2.29, 4.14, 0.93)
H (1.60, 2.64, 0.25)
H (-2.07, 0.95, 2.84)
H (-3.30, 2.16, 2.44)
H (-2.67, 2.04, 4.10)
H (-0.83, 4.92, 2.69)
H (-1.86, 4.46, 4.05)
H (-2.55, 4.57, 2.42)
H (1.79, -2.93, 4.43)
H (0.82, -1.59, 5.06)
H (2.52, -1.33, 4.61)
H (2.52, 0.19, 2.66)
H (1.88, -0.61, 1.21)
H (3.16, -1.39, 2.17)
I (4.60, -2.14, -2.80)
C (4.47, -1.14, -0.95)
I (3.93, 0.90, -1.06)
H (5.44, -1.20, -0.47)
H (3.70, -1.63, -0.36)

As for the frontier orbital gap (alpha / beta): 7.197 / 7.041 eV. The charge is 0. The value obtained for the LUMO energy (alpha / beta) is 0.22 / 0.21 eV. Its expectation value of S² is 0.92. The total energy comes out at -97021.202 eV. The value obtained for the HOMO energy (alpha / beta) is -6.972 / -6.835 eV. As for the multiplicity: 2.

Density functional theory data (ωB97M-V/def2-TZVPD) for C37H46N4O4P3PtS as an isolated structure.

Atoms and positions in Å:
Pt (-1.34, 0.03, 0.66)
N (-2.49, 1.39, -1.61)
P (-1.62, -0.06, -1.68)
C (-2.65, -1.27, -2.50)
C (-2.08, -2.25, -3.32)
C (-2.88, -3.25, -3.84)
C (-4.23, -3.28, -3.55)
C (-4.80, -2.31, -2.73)
C (-4.01, -1.31, -2.20)
C (-0.13, 0.18, -2.65)
C (1.10, 0.05, -2.00)
C (2.28, 0.26, -2.70)
C (2.23, 0.60, -4.04)
C (1.01, 0.74, -4.69)
C (-0.17, 0.52, -4.00)
P (-2.45, 1.92, 0.00)
C (-4.13, 2.24, 0.53)
C (-4.76, 1.30, 1.35)
C (-6.08, 1.48, 1.73)
C (-6.78, 2.59, 1.29)
C (-6.16, 3.53, 0.47)
C (-4.85, 3.36, 0.09)
C (-1.55, 3.48, 0.04)
C (-1.82, 4.44, 1.01)
C (-1.04, 5.58, 1.09)
C (0.03, 5.76, 0.22)
C (0.31, 4.79, -0.74)
C (-0.47, 3.65, -0.82)
H (-3.01, 1.81, -2.37)
H (-1.02, -2.23, -3.53)
H (-2.44, -4.01, -4.47)
H (-4.85, -4.07, -3.95)
H (-5.86, -2.35, -2.50)
H (-4.45, -0.57, -1.54)
H (1.13, -0.21, -0.95)
H (3.23, 0.15, -2.20)
H (3.15, 0.77, -4.59)
H (0.98, 1.00, -5.74)
H (-1.12, 0.61, -4.52)
H (-4.21, 0.42, 1.67)
H (-6.56, 0.75, 2.37)
H (-7.81, 2.73, 1.59)
H (-6.72, 4.40, 0.13)
H (-4.37, 4.10, -0.54)
H (-2.65, 4.31, 1.70)
H (-1.26, 6.34, 1.84)
H (0.63, 6.65, 0.28)
H (1.14, 4.93, -1.42)
H (-0.24, 2.90, -1.57)
C (3.96, 0.37, 2.20)
N (2.63, -0.24, 2.27)
C (2.53, -1.48, 1.51)
P (1.27, 0.66, 2.47)
O (0.57, 1.03, 1.17)
N (0.30, -0.23, 3.45)
C (0.65, -1.48, 4.11)
C (-0.95, 0.36, 3.91)
N (1.67, 2.07, 3.22)
C (1.63, 3.37, 2.57)
C (2.07, 2.07, 4.62)
H (4.70, -0.33, 2.59)
H (3.99, 1.28, 2.79)
H (4.23, 0.62, 1.16)
H (3.23, -2.22, 1.91)
H (2.78, -1.31, 0.45)
H (1.53, -1.90, 1.56)
H (1.70, -1.71, 3.97)
H (0.05, -2.31, 3.70)
H (0.44, -1.40, 5.18)
H (-1.16, 1.29, 3.37)
H (-0.91, 0.58, 4.98)
H (-1.78, -0.33, 3.73)
H (1.34, 3.25, 1.53)
H (2.62, 3.84, 2.62)
H (0.91, 4.02, 3.06)
H (2.13, 1.05, 5.00)
H (1.35, 2.63, 5.23)
H (3.05, 2.54, 4.73)
C (-2.64, -5.80, 6.13)
C (-2.48, -5.02, 4.86)
C (-3.27, -3.91, 4.59)
C (-3.15, -3.21, 3.40)
C (-2.24, -3.63, 2.46)
C (-1.43, -4.75, 2.69)
C (-1.56, -5.42, 3.89)
S (-2.04, -2.78, 0.93)
O (-2.22, -3.71, -0.14)
O (-2.99, -1.63, 0.96)
O (-0.67, -2.17, 0.98)
H (-3.15, -5.22, 6.90)
H (-1.67, -6.11, 6.52)
H (-3.22, -6.70, 5.96)
H (-4.00, -3.58, 5.33)
H (-3.77, -2.35, 3.20)
H (-0.72, -5.07, 1.94)
H (-0.93, -6.29, 4.08)

As for the frontier orbital gap (alpha / beta): 7.343 / 7.773 eV. The charge is +1. The value obtained for the LUMO energy (alpha / beta) is -2.01 / -3.40 eV. Its expectation value of S² is 2.01. The total energy comes out at -95212.645 eV. The value obtained for the HOMO energy (alpha / beta) is -9.357 / -11.175 eV. As for the multiplicity: 3. As for the energy above the lowest of the compared OMol25 structures with the same formula, charge and spin: 0.0000 eV.